ORCA calculation (ωB97M-V with the def2-TZVPD basis set) on a 12-piece molecular cluster, C14H51O12 overall at a distorted geometry.

```
77
Properties=species:S:1:pos:R:3
O 16.675 17.758 35.917
O 13.103 14.338 39.595
O 13.453 14.541 46.462
O 15.457 14.457 41.919
O 18.772 18.588 40.129
O 9.548 20.561 41.089
O 10.084 16.500 40.161
O 12.039 17.075 47.580
O 13.311 16.308 41.674
O 11.907 15.360 43.848
O 17.507 15.937 40.121
O 10.013 18.546 38.078
C 14.905 18.093 42.505
C 17.904 19.223 40.998
C 11.339 18.611 37.504
C 18.530 15.056 40.454
C 14.944 13.280 42.561
C 16.901 17.083 37.093
C 13.754 17.614 41.602
C 11.086 14.252 43.500
C 10.629 19.810 41.487
C 9.942 15.399 39.276
C 14.668 15.141 46.178
C 14.123 18.012 40.242
C 14.070 14.536 38.521
C 12.054 17.804 46.370
H 13.475 17.759 39.403
H 14.101 13.748 37.769
H 15.203 15.255 47.120
H 18.776 14.223 39.796
H 11.503 17.619 37.083
H 12.465 16.238 47.382
H 11.234 19.563 40.614
H 8.935 20.081 40.527
H 8.888 15.132 39.190
H 15.914 18.309 36.112
H 10.247 15.626 38.254
H 12.437 15.700 43.124
H 14.750 15.083 41.745
H 13.138 15.044 40.245
H 17.165 16.028 37.022
H 17.846 18.739 41.972
H 10.142 14.639 43.116
H 11.662 18.804 46.556
H 11.508 17.234 45.618
H 18.087 20.291 41.116
H 15.157 14.384 45.566
H 9.992 17.829 38.717
H 13.760 15.442 38.000
H 14.265 12.673 41.963
H 14.589 18.054 43.548
H 16.099 17.158 37.828
H 13.062 17.840 45.957
H 16.876 15.787 40.829
H 15.702 12.704 43.092
H 17.762 17.589 37.529
H 16.875 19.157 40.644
H 12.227 18.957 38.033
H 10.905 16.335 40.631
H 19.464 15.612 40.539
H 14.238 13.545 43.348
H 12.915 14.738 45.692
H 12.980 18.329 41.882
H 15.775 17.459 42.334
H 10.656 14.605 39.497
H 11.443 13.563 42.735
H 11.290 20.480 42.036
H 18.295 17.793 39.879
H 15.152 19.133 42.292
H 14.429 19.058 40.205
H 18.274 14.546 41.382
H 14.432 16.017 45.572
H 10.922 13.770 44.464
H 15.064 14.447 38.960
H 10.429 18.920 42.084
H 15.098 17.571 40.032
H 11.168 19.261 36.646
```

As for the expectation value of S²: 0.755. The LUMO energy (spin up / spin down) comes out at 0.205 / -4.351 eV. The charge is 0. As for the frontier orbital gap (spin up / spin down): 10.158 / 5.601 eV. As for the spin multiplicity: 2. The HOMO energy (spin up / spin down) is -0.36576 / -0.36575 Eh.

These are the Löwdin partial charges, in e, on atoms 1 to 5: number 1, O, carries -0.088; number 2, O, carries -0.150; number 3, O, carries -0.130; number 4, O, carries -0.121; number 5, O, carries -0.097

=====

ORCA calculation (ωB97M-V with the def2-TZVPD basis set) on a 12-piece molecular cluster, C14H52O14 overall at a distorted geometry.

```
80
Properties=species:S:1:pos:R:3
O -0.025 -5.080 -1.815
O 6.199 0.913 0.383
O 2.540 -1.637 -2.101
O -2.843 -0.405 2.367
O 2.917 -2.147 0.768
O -1.527 2.173 1.958
O 0.056 4.649 -1.713
O -0.210 -0.825 -1.496
O -0.774 -4.328 0.558
O -1.977 1.000 -2.652
O -4.468 3.714 -1.403
O 1.339 -1.336 5.534
O 0.301 1.832 -0.015
O 2.248 2.471 -1.948
C 1.520 -0.998 4.131
C -0.473 -4.083 -2.690
C -4.092 -0.861 1.817
C 0.658 0.519 0.400
C 1.627 2.200 -3.168
C -0.507 5.224 -0.530
C -0.398 -0.489 -0.135
C 2.550 -3.067 -0.169
C 3.137 -2.766 -1.571
C -3.238 0.424 -2.475
C 5.222 -0.076 0.032
C -2.197 3.110 2.812
C -3.364 3.537 -0.584
C -0.231 -3.881 1.775
H -2.389 2.717 3.811
H -1.105 -4.498 -3.475
H 0.684 -1.173 -1.535
H 0.789 2.830 -3.465
H -3.656 2.802 0.166
H 4.253 0.394 -0.136
H -3.115 4.453 -0.048
H 2.345 2.278 -3.984
H 0.372 -3.569 -3.148
H 6.419 1.419 -0.403
H 5.009 -0.614 0.956
H 3.863 -2.308 0.779
H 2.943 -4.032 0.150
H 0.854 -3.949 1.692
H -0.909 4.419 0.085
H 1.462 -3.105 -0.227
H -3.140 3.282 2.293
H 0.213 5.640 0.174
H -3.882 0.794 -3.273
H 0.668 -0.531 3.637
H 2.981 -3.574 -2.287
H -0.567 -4.618 2.504
H -0.556 -2.916 2.164
H 5.354 -0.693 -0.856
H 2.809 -1.545 -3.018
H -4.152 -0.989 0.736
H -0.361 -4.878 -0.938
H 0.693 3.951 -1.546
H -1.307 5.959 -0.628
H 0.705 0.419 1.484
H -1.409 -0.117 0.028
H 1.223 -0.514 6.015
H -0.295 -1.471 0.326
H 2.312 -0.262 3.991
H -4.160 4.292 -2.105
H -0.451 2.041 0.544
H -1.316 0.526 -2.143
H -4.299 -1.828 2.277
H -3.646 0.657 -1.491
H -2.494 3.153 -1.116
H -1.722 -4.173 0.554
H 1.715 2.058 -1.265
H 1.813 -1.923 3.634
H -1.631 4.036 2.916
H 4.219 -2.641 -1.522
H 1.297 1.165 -3.085
H -1.082 -3.352 -2.159
H -4.954 -0.263 2.114
H -2.896 -0.535 3.317
H -1.976 1.329 2.049
H -3.175 -0.653 -2.632
H 1.659 0.324 0.015
```

The LUMO energy comes out at -0.085 eV. The SMILES is OCCO.OCCO.CO.CO.CO.CO.CO.CO.CO.CO.CO.CO. The charge is 0. As for the frontier orbital gap: 9.424 eV. The value obtained for the energy relative to the best compared isomer or geometry (same formula, charge and spin) is 25.1 kcal/mol. The HOMO energy is -0.34943 Eh.

These are the Löwdin partial charges, in e, on atoms 1 to 5: number 1, O, carries -0.129; number 2, O, carries -0.104; number 3, O, carries -0.062; number 4, O, carries -0.135; number 5, O, carries -0.048

=====

ORCA calculation (ωB97M-V with the def2-TZVPD basis set) on a 13-piece molecular cluster, C14H54N10O13 overall at a distorted geometry.

```
91
Properties=species:S:1:pos:R:3
O -0.155 -2.424 1.590
O -6.413 1.481 1.446
O 0.078 2.796 2.952
O 5.339 -2.050 2.192
O -2.875 1.016 3.074
O -3.424 2.460 -1.601
O -1.898 0.801 0.001
O 2.151 -2.009 -1.030
O -0.005 4.644 1.110
O -2.640 -2.264 -1.031
O 0.285 -3.051 -4.387
O 3.164 0.499 0.688
O -1.295 -0.838 -3.831
N -0.082 -0.486 -0.863
N 2.675 -2.804 -4.275
N 3.556 -0.840 3.309
N 2.136 3.233 4.096
N -6.284 0.205 -0.469
N 0.203 0.599 0.968
N 1.625 -1.184 -3.593
N 0.357 2.576 5.301
N -4.534 0.257 0.735
N 5.003 -1.951 4.455
C 0.846 2.868 4.126
C 4.594 -1.610 3.301
C -1.830 -3.290 -1.540
C -0.938 0.109 -4.709
C -3.556 2.326 -2.985
C -0.365 3.880 0.005
C 3.504 -2.369 -0.824
C -0.578 0.327 0.033
C -0.388 1.292 -3.903
C 3.208 1.913 0.884
C 1.498 -2.358 -4.072
C 0.530 -3.691 1.311
C -5.698 0.679 0.599
C -2.138 -0.156 3.074
H -0.195 -1.910 0.791
H -0.072 -4.604 1.593
H 0.674 -0.761 -3.386
H 0.629 1.388 -4.142
H 3.691 -2.196 0.215
H 0.457 3.301 -0.354
H 4.161 -1.746 -1.398
H 2.532 3.559 3.151
H 3.571 -2.369 -3.893
H -1.035 2.096 -4.268
H -0.926 -0.806 -1.477
H 2.043 -1.749 -2.005
H 1.566 -3.821 1.669
H -2.214 -0.442 2.040
H -1.817 0.404 -5.281
H -4.612 2.322 -3.240
H 0.219 4.164 1.886
H -2.775 1.822 -1.332
H -0.337 1.189 1.658
H 1.197 0.446 1.097
H -2.765 1.549 3.858
H -0.629 2.808 5.351
H -1.414 -1.689 -4.273
H 2.720 3.438 4.932
H -1.157 0.099 3.503
H 3.736 -3.393 -1.052
H -3.226 -2.625 -0.387
H -0.096 -0.277 -5.362
H -2.604 -0.929 3.694
H 0.813 -1.017 -0.815
H 2.508 -0.620 -3.600
H 4.055 2.350 0.743
H -4.149 0.540 1.608
H 0.978 2.624 6.096
H -3.847 0.232 0.068
H -0.629 4.520 -0.850
H 2.638 -3.815 -4.571
H -2.192 -3.600 -2.545
H 5.706 -2.613 4.643
H 3.557 0.310 -0.201
H 3.268 -0.431 2.416
H 2.875 1.995 1.863
H -3.178 3.279 -3.481
H -7.242 0.543 -0.808
H -0.886 -2.839 -1.812
H 3.263 -0.078 4.085
H -1.218 3.356 0.110
H 4.738 -1.337 5.188
H -5.687 -0.292 -1.231
H 0.488 -3.717 0.251
H -1.717 -4.150 -0.909
H -0.464 1.194 -2.830
H -3.099 1.430 -3.345
H 2.442 2.276 0.236
```

The LUMO energy comes out at -0.587 eV. The charge is 0. As for the frontier orbital gap: 6.978 eV. The value obtained for the energy relative to the best compared isomer or geometry (same formula, charge and spin) is 167.3 kcal/mol. The HOMO energy is -0.27803 Eh.

These are the Löwdin partial charges, in e, on atoms 1 to 5: number 1, O, carries -0.125; number 2, O, carries -0.134; number 3, O, carries -0.116; number 4, O, carries -0.147; number 5, O, carries -0.122

=====

no.,molar mass (Da)
1,411.55
2,444.56
3,570.64